Entry 1:
Molecular formula: C34H33F3IrN7OS2
Method: DFT, ωB97M-V with the def2-TZVPD basis set

Element x y z (Å)
1 Ir 0.250491 0.836030 1.625242
2 C -0.142780 2.398297 -2.487395
3 C 0.322027 2.436597 -1.060403
4 N -0.378106 1.900178 -0.108370
5 N -1.670402 1.585793 -0.577058
6 C -2.452091 1.088702 0.293987
7 S -2.017890 0.883568 1.955522
8 S -4.109876 0.682778 -0.107076
9 C -4.099109 0.821516 -1.929251
10 C -3.883074 -0.479835 -2.648220
11 C -4.961639 -1.310718 -2.941389
12 C -4.771934 -2.497771 -3.633578
13 C -3.495545 -2.874280 -4.033955
14 C -2.412565 -2.060819 -3.730461
15 C -2.606730 -0.871674 -3.038464
16 C 1.511515 3.238355 -0.807014
17 C 2.247073 4.009395 -1.613547
18 C 4.566705 4.672931 -0.379058
19 C 5.017119 4.205774 0.997624
20 C 4.378536 3.235106 1.640253
21 C 3.249944 2.605037 0.890529
22 O 2.572419 1.484140 1.578863
23 H -0.449444 1.388500 -2.748179
24 H 0.661728 2.717083 -3.147069
25 H -1.000550 3.052923 -2.640165
26 H -3.322869 1.546574 -2.157466
27 H -5.070683 1.244776 -2.179051
28 H -5.962015 -1.014386 -2.643614
29 H -5.621819 -3.126311 -3.868625
30 H -3.348303 -3.796003 -4.582808
31 H -1.415924 -2.341869 -4.049170
32 H -1.759918 -0.236677 -2.805544
33 H 2.258754 4.185033 -2.683010
34 H 4.872430 5.711868 -0.481144
35 H 5.894018 4.671932 1.431192
36 H 4.664207 2.850645 2.612023
37 C 5.309323 3.908833 -1.469915
38 C 5.305951 2.599021 -1.763893
39 C 4.617993 1.486578 -1.129450
40 C 3.789911 1.567125 -0.083052
41 C 2.270687 3.623243 0.431668
42 C 3.022299 4.644517 -0.472854
43 N 3.163529 0.589855 0.675068
44 N 3.198390 -0.676997 0.835237
45 C 2.508959 -1.238098 1.893351
46 C 2.883653 -2.554945 2.202265
47 C 2.321024 -3.197958 3.275384
48 C 1.366396 -2.533531 4.048471
49 C 0.996323 -1.268129 3.669597
50 N 1.531225 -0.619282 2.610460
51 H 5.958661 4.521364 -2.085717
52 H 5.941604 2.303118 -2.590018
53 H 4.805782 0.493959 -1.522820
54 H 1.716642 4.016683 1.283540
55 H 2.652723 5.653388 -0.285623
56 H 3.639265 -3.017097 1.583113
57 H 2.624956 -4.206520 3.523024
58 H 0.919211 -2.989929 4.919791
59 H 0.244223 -0.718585 4.219602
60 F -0.352773 3.438217 2.671263
61 C 0.305340 2.308709 3.023051
62 F 1.530083 2.738162 3.444502
63 F -0.300817 1.858084 4.169880
64 N -0.241124 -0.988980 0.464186
65 C -0.914863 -1.926452 0.553132
66 N -1.700822 -2.953982 0.720620
67 C -2.482078 -3.065166 1.970734
68 C -3.931671 -3.353131 1.626181
69 C -4.022621 -4.615825 0.769835
70 C -3.192701 -4.450754 -0.503891
71 C -1.744240 -4.109752 -0.188824
72 H -2.373826 -2.138853 2.530216
73 H -2.057872 -3.886267 2.558356
74 H -4.336243 -2.499234 1.075134
75 H -4.504219 -3.457487 2.549447
76 H -5.061154 -4.822522 0.510321
77 H -3.655004 -5.473974 1.343227
78 H -3.616762 -3.649437 -1.112889
79 H -3.209154 -5.366195 -1.098485
80 H -1.190486 -3.862272 -1.091632
81 H -1.249424 -4.952687 0.304257

Atomic forces in eV per Å
1.2 1.8 -1.2
0.0 0.1 0.1
0.2 0.5 -0.1
-0.8 -0.3 0.2
0.8 -0.2 -0.4
-0.3 0.1 0.3
0.0 -0.9 0.6
0.1 -0.2 0.1
0.0 0.1 0.1
0.0 0.0 0.2
0.0 0.0 0.0
0.0 0.0 0.0
0.0 0.0 0.0
0.0 0.0 0.0
0.1 -0.1 0.0
-0.3 -0.7 0.1
0.3 0.3 -0.3
0.1 -0.2 0.0
0.0 0.1 -0.1
-0.1 -0.1 0.1
0.3 -0.1 -0.1
-0.3 -0.4 0.4
0.0 0.0 0.0
0.0 0.0 0.0
0.0 0.0 0.0
-0.1 0.0 -0.1
0.0 0.0 0.0
0.0 0.0 0.0
0.0 0.0 0.0
0.0 0.0 0.0
0.0 0.0 0.0
-0.1 0.0 0.0
0.0 0.0 0.1
0.0 0.0 0.0
0.0 0.0 0.0
0.0 0.0 -0.1
-0.1 0.1 0.1
0.0 -0.1 0.1
0.1 0.1 -0.2
-0.2 -0.1 0.3
-0.3 0.1 0.0
0.1 0.1 -0.1
0.0 -0.1 -0.3
-0.2 -0.2 0.3
0.0 0.2 -0.2
0.1 0.0 0.0
0.0 0.0 0.0
0.1 -0.1 0.0
0.1 0.1 0.0
-1.0 -0.1 0.5
0.0 0.0 0.0
0.0 0.0 0.0
0.0 0.0 0.0
0.0 0.1 0.0
0.0 0.0 0.1
0.0 0.0 0.0
0.0 0.0 0.0
0.0 0.0 0.0
0.0 0.0 0.0
0.0 0.0 0.0
-0.1 -0.2 0.2
-0.1 -0.1 -0.1
0.1 0.1 -0.2
0.2 0.1 0.0
-0.1 -0.4 -0.2
0.1 0.2 0.1
0.0 0.0 -0.1
0.0 -0.1 0.0
0.0 0.1 0.0
0.0 0.0 0.0
0.0 0.1 0.0
0.0 0.1 0.0
0.0 0.0 0.0
0.0 0.0 0.0
0.0 0.0 0.0
0.0 0.0 0.0
0.0 0.0 0.0
0.0 0.0 -0.1
0.0 0.0 0.0
0.0 0.0 0.0
0.0 0.0 0.0

ΔE to the lowest compared entry with this formula, charge and spin = 5.4888 eV
HOMO-LUMO gap (alpha / beta) = 6.8 / 6.6 eV
expectation value of S² = 0.8002
multiplicity = 2
charge = +1
lowest unoccupied orbital energy (alpha / beta) = -0.1138 / -0.1514 Eh

Entry 2:
Molecular formula: C34H33N6O5P
Method: DFT, ωB97M-V with the def2-TZVPD basis set

Element x y z (Å)
1 O 6.946748 -1.768165 -0.612259
2 C 5.669337 -1.709495 -1.043218
3 N 5.127155 -2.706585 -2.088558
4 C 3.721278 -2.298627 -2.573316
5 O 3.104476 -2.900343 -3.593541
6 C 3.306344 -1.042247 -1.605362
7 C 1.936765 -0.152629 -1.462272
8 C 0.634692 -0.540936 -2.414675
9 P -0.540043 -1.576152 -1.275662
10 O -0.406563 -1.159570 0.267678
11 O -2.199910 -1.216158 -1.787774
12 O -0.184900 -3.276945 -1.397201
13 C 1.816711 1.111229 -0.374089
14 C 3.121139 1.490493 0.600927
15 C 4.529122 0.602442 0.498164
16 C 4.534272 -0.607769 -0.609807
17 H 5.103706 -3.680159 -1.666560
18 H 0.129715 0.439170 -2.831988
19 H 1.008453 -1.271860 -3.280634
20 H -2.295659 -0.213127 -1.622057
21 H -0.162620 -3.671696 -0.460612
22 H 0.820656 1.760669 -0.278295
23 H 3.040153 2.378508 1.384260
24 H 5.479120 0.794056 1.154005
25 C -3.244928 -4.019844 0.418884
26 C -3.359479 -2.759976 0.996906
27 C -4.250152 -2.598420 2.046072
28 N -5.018564 -3.594174 2.539395
29 C -4.886748 -4.805639 1.956786
30 C -4.021617 -5.065967 0.906220
31 H -2.556383 -4.185216 -0.404650
32 H -2.769124 -1.923931 0.639464
33 H -4.373210 -1.635127 2.532469
34 H -5.516778 -5.588367 2.369954
35 H -3.955262 -6.059606 0.477799
36 C 4.014610 7.040005 3.432278
37 C 3.753346 5.920328 4.214942
38 C 3.609418 4.696444 3.581271
39 N 3.704385 4.526851 2.244271
40 C 3.956872 5.632383 1.510441
41 C 4.119947 6.897061 2.052573
42 H 4.134911 8.015963 3.893455
43 H 3.664365 5.998542 5.292542
44 H 3.407908 3.792608 4.148840
45 H 4.026285 5.469864 0.438491
46 H 4.323393 7.749943 1.415023
47 C -3.163641 -5.204794 -4.489269
48 C -1.870632 -4.911618 -4.068943
49 C -1.392085 -3.626457 -4.267686
50 N -2.107898 -2.639955 -4.850590
51 C -3.359205 -2.955029 -5.249861
52 C -3.926309 -4.209284 -5.091276
53 H -3.573639 -6.200751 -4.349187
54 H -1.250437 -5.665494 -3.597471
55 H -0.390347 -3.347506 -3.954051
56 H -3.912914 -2.145603 -5.717349
57 H -4.937454 -4.405693 -5.429321
58 C -9.547479 -5.973678 -3.798303
59 C -8.544948 -5.445789 -2.991604
60 C -7.236107 -5.829170 -3.236757
61 N -6.875893 -6.690627 -4.213225
62 C -7.871254 -7.187953 -4.978979
63 C -9.207763 -6.861942 -4.813535
64 H -10.584929 -5.695500 -3.637167
65 H -8.776955 -4.752114 -2.191452
66 H -6.417789 -5.442194 -2.636535
67 H -7.555928 -7.879671 -5.755127
68 H -9.965515 -7.290387 -5.459688
69 C 7.061289 11.021013 7.220729
70 C 5.864861 10.782152 7.888565
71 C 5.024766 9.796128 7.396485
72 N 5.298265 9.053816 6.301258
73 C 6.466258 9.309719 5.672957
74 C 7.371969 10.271511 6.090756
75 H 7.745880 11.784987 7.577562
76 H 5.593131 11.349736 8.771326
77 H 4.081159 9.570013 7.884479
78 H 6.661588 8.701294 4.794336
79 H 8.296614 10.433003 5.548338

Atomic forces in eV per Å
-8.3 0.2 -2.7
4.7 0.2 2.0
-2.0 1.5 1.7
-1.2 -1.6 -2.3
3.6 3.9 6.7
-0.6 3.7 2.8
2.0 0.5 1.2
1.6 -0.6 0.2
-1.0 0.8 5.0
-0.4 -1.4 -5.6
3.2 0.7 0.8
-0.9 2.7 0.9
3.9 -2.1 -0.1
0.1 -3.2 -2.6
-3.7 -1.2 -3.1
-2.2 -0.1 -1.1
0.3 1.5 -1.0
0.8 -2.2 0.9
-0.8 1.8 1.7
0.3 -2.2 -0.3
-0.1 1.3 -1.7
2.5 -1.8 -0.3
0.3 -2.0 -1.9
-2.2 -0.4 -1.5
0.0 0.0 0.1
0.0 -0.1 -0.1
-0.6 -0.7 0.4
0.6 -0.2 -0.8
-0.2 0.8 0.5
0.1 0.2 -0.1
-0.1 0.0 0.0
0.0 -0.1 0.1
0.0 -0.1 -0.1
0.1 0.0 -0.1
0.0 0.1 0.0
0.0 0.1 0.0
0.1 0.2 -0.2
0.0 -0.2 -0.8
0.1 0.9 0.4
-0.2 -0.8 0.3
0.0 -0.1 0.3
0.0 -0.1 0.0
0.0 0.0 -0.1
0.0 0.1 0.0
0.0 0.0 0.1
0.0 -0.1 0.0
0.0 -0.1 0.0
-0.3 0.0 -0.1
-0.4 0.8 -0.5
-0.3 -0.9 0.1
0.8 0.3 0.2
0.2 -0.1 0.1
0.0 0.1 0.0
0.0 0.1 0.0
0.0 -0.1 -0.1
0.0 -0.1 0.0
0.1 0.0 0.0
0.0 0.0 0.0
-0.2 -0.1 -0.2
0.4 -0.6 -0.6
-0.9 0.3 0.1
0.7 0.3 0.4
0.0 0.2 0.2
0.1 0.0 0.0
0.1 -0.1 -0.1
-0.1 0.0 0.0
-0.1 0.1 0.0
0.1 0.0 0.1
0.0 0.0 0.0
0.2 0.0 -0.2
0.1 -0.6 -0.7
0.6 0.7 0.3
-0.8 -0.2 0.3
-0.1 0.1 0.2
-0.1 -0.1 0.0
0.0 -0.1 -0.1
0.1 0.1 0.0
0.0 0.0 0.1
-0.1 0.0 0.0

HOMO-LUMO gap = 7.7 eV
multiplicity = 1
SMILES = O=C1NC(=O)c2c(CP(=O)(O)O)cccc21.c1ccncc1.c1ccncc1.c1ccncc1.c1ccncc1.c1ccncc1
lowest unoccupied orbital energy = -0.0527 Eh

Entry 3:
Molecular formula: C34H34Cl2FeN13O2SbSe4
Method: DFT, ωB97M-V with the def2-TZVPD basis set

Element x y z (Å)
1 Fe 0.615619 -0.249853 -0.299462
2 N -0.223353 -1.594232 3.911588
3 C -0.023631 -0.621934 3.015556
4 N -0.207721 -1.088449 1.812751
5 C -0.497746 -2.416484 2.023604
6 N -0.514189 -2.754367 3.298681
7 C -0.692706 -3.345800 0.929720
8 C -0.957697 -4.700633 1.130646
9 N -1.098057 -5.563963 0.139991
10 C -0.990989 -5.042630 -1.089328
11 C -0.731753 -3.705801 -1.292778
12 N -0.563804 -2.842418 -0.298284
13 H -0.054628 -1.571218 4.899879
14 H 0.220373 0.393568 3.265521
15 H -1.050916 -5.082586 2.140966
16 H -1.111420 -5.732062 -1.915017
17 H -0.653890 -3.295678 -2.293969
18 C 1.263714 -1.499879 -4.427849
19 N 2.722032 -1.284157 -4.530747
20 C 3.050685 -0.454751 -5.716902
21 C 3.266277 -0.699689 -3.255528
22 C 3.087716 -1.658569 -2.106007
23 C 3.960321 -2.757528 -2.166594
24 C 4.012285 -3.712226 -1.173640
25 C 3.225872 -3.520329 -0.048951
26 C 2.367677 -2.434157 0.010731
27 C 2.187835 -1.491485 -1.031524
28 H 0.861182 -1.814529 -5.389091
29 H 0.798332 -0.555358 -4.152292
30 H 1.053288 -2.239548 -3.658325
31 H 3.167994 -2.195788 -4.626042
32 H 2.396445 0.421382 -5.747551
33 H 2.906557 -1.042504 -6.624833
34 H 4.069233 -0.083901 -5.641366
35 H 2.774829 0.248217 -3.071935
36 H 4.325549 -0.494508 -3.410982
37 H 4.637655 -2.840614 -3.018342
38 H 4.675415 -4.566266 -1.253912
39 H 3.282505 -4.208638 0.790372
40 H 1.819530 -2.318006 0.941140
41 Cl 5.096110 1.246454 3.056589
42 C 4.506005 0.015164 1.907295
43 Cl 5.051451 0.391610 0.272777
44 C 2.949381 -0.063906 2.054106
45 O 2.561575 -0.563231 3.124293
46 O 2.285494 0.384537 1.094795
47 H 4.953371 -0.928482 2.202975
48 C 0.960556 3.214645 1.143601
49 C -0.407845 2.640203 1.131753
50 N -0.770095 1.423822 0.776098
51 C -2.138274 1.369655 0.902696
52 C -2.611055 2.568576 1.325416
53 N -1.505090 3.376242 1.470628
54 C -1.540327 4.706657 2.032820
55 N -2.402194 4.722204 3.197031
56 N -3.567982 5.411677 3.204700
57 N -4.301038 5.010293 4.169755
58 C -3.655391 3.990301 4.822888
59 C -4.056992 3.152336 5.865234
60 C -3.177610 2.165891 6.254829
61 C -1.922088 2.007056 5.645997
62 C -1.511435 2.822117 4.611707
63 C -2.413512 3.798212 4.200888
64 H 1.684260 2.469031 0.833785
65 H 1.238072 3.536766 2.155848
66 H 1.017803 4.072497 0.466521
67 H -2.680798 0.471841 0.676565
68 H -3.611072 2.923312 1.509882
69 H -1.942027 5.417168 1.309995
70 H -0.526025 4.997306 2.303042
71 H -5.030543 3.264014 6.322597
72 H -3.459405 1.487661 7.050508
73 H -1.267835 1.215948 5.988962
74 H -0.547491 2.696833 4.135425
75 N -5.969838 -2.711904 -1.128968
76 C -5.103283 -2.095515 -1.570001
77 C -4.025744 -1.337642 -2.106308
78 C -4.090155 -0.762257 -3.381197
79 C -2.994994 -0.055416 -3.823377
80 C -1.890756 0.054110 -2.986241
81 N -1.806692 -0.489233 -1.772144
82 C -2.862140 -1.173567 -1.350142
83 H -4.984342 -0.873492 -3.980799
84 H -2.945402 0.428708 -4.789633
85 H -1.038285 0.637325 -3.317169
86 H -2.803775 -1.621706 -0.364058
87 Se 0.293964 5.118578 -2.437899
88 Sb 1.184614 3.004309 -3.265934
89 Se 0.872129 1.208078 -1.582086
90 Se 0.039629 2.396248 -5.370519
91 Se 3.490702 3.276335 -4.065420

Atomic forces in eV per Å
-0.7 -5.3 5.2
-0.1 0.1 0.0
0.0 0.3 0.1
-0.3 -1.2 -0.6
0.3 1.0 0.9
0.0 -0.4 -0.3
0.0 -0.2 -0.8
0.0 -0.1 0.4
0.0 0.3 -0.3
0.0 -0.4 0.3
0.1 0.5 -0.3
-0.4 -0.4 0.4
0.0 0.0 0.0
0.1 0.0 0.0
0.0 0.0 0.0
0.0 0.1 -0.1
0.0 0.0 0.0
-0.6 0.0 0.1
0.1 0.1 -0.1
0.0 0.5 -0.3
-0.1 0.2 0.7
0.1 -0.5 0.2
0.0 0.1 -0.1
0.2 -0.2 -0.1
-0.2 0.0 0.3
0.4 -0.3 -0.3
-0.1 -0.7 0.4
0.1 0.0 -0.1
0.1 0.2 0.0
0.2 0.0 0.0
0.0 0.0 0.0
-0.1 0.0 0.2
0.0 -0.1 0.1
0.1 -0.1 0.1
-0.2 0.2 -0.1
0.0 -0.1 -0.2
0.1 0.0 0.0
0.0 0.0 0.0
0.0 0.0 0.0
0.0 0.0 0.0
0.2 0.1 0.2
-0.3 -0.1 -0.1
0.0 0.0 0.0
-0.1 0.2 -0.5
0.2 -0.1 0.1
0.2 -0.2 0.8
0.0 0.0 0.0
0.1 0.1 0.2
0.1 -0.3 -0.1
-0.3 0.3 0.6
0.3 0.2 0.1
-0.3 -0.1 -0.1
-0.3 0.1 0.2
0.2 0.0 -0.5
-0.1 -0.2 0.2
0.2 -0.1 -0.2
-0.3 0.2 0.0
0.6 -0.3 -0.2
0.0 0.0 0.0
-0.3 0.0 0.2
0.2 0.2 -0.2
0.2 -0.3 0.1
-0.4 0.3 0.1
-0.1 -0.1 -0.1
0.0 0.0 0.0
0.0 -0.1 -0.1
-0.1 0.0 0.0
0.0 0.0 0.0
0.0 0.1 0.1
0.0 0.0 -0.1
0.0 0.0 0.0
0.0 0.0 0.0
0.0 0.0 0.0
0.0 0.0 0.0
0.0 0.0 0.0
-0.4 -0.2 0.2
0.5 0.3 -0.2
0.0 -0.1 0.1
0.0 -0.1 0.0
0.3 0.2 0.1
-0.5 -0.4 -0.1
-0.2 0.0 -0.1
0.0 0.0 0.0
-0.1 0.0 0.0
0.1 0.1 0.0
0.0 0.0 0.0
-0.2 0.0 0.4
0.2 1.2 -1.2
1.5 6.5 -6.3
-0.4 -0.7 0.1
0.3 -0.4 0.4

ΔE to the lowest compared entry with this formula, charge and spin = 3.8164 eV
HOMO-LUMO gap (alpha / beta) = 4.7 / 4.7 eV
expectation value of S² = 6.0353
multiplicity = 5
charge = -2
lowest unoccupied orbital energy (alpha / beta) = 0.1302 / 0.1301 Eh